A structure of composition C48H56BBrClN6O4SV at a distorted geometry. Source: the OMol25 dataset; level of theory: wB97M-V/def2-TZVPD.

Positions of all 119 atoms, in Å:
V1 0.598 -0.442 0.097
O1 -1.114 0.915 3.423
C1 -0.682 0.207 2.528
N1 0.287 0.533 1.635
C2 1.101 1.672 2.083
C3 2.509 1.338 2.554
C4 3.014 1.883 3.732
C5 4.341 1.652 4.055
C6 5.122 0.878 3.211
C7 4.523 0.339 2.083
N2 3.255 0.578 1.772
C8 -1.177 -1.190 2.356
C9 -1.825 -1.812 3.413
C10 -2.004 -3.179 3.369
C11 -1.532 -3.863 2.257
C12 -0.933 -3.152 1.233
N3 -0.768 -1.831 1.262
H1 0.582 2.153 2.912
H2 1.184 2.388 1.270
H3 2.369 2.468 4.376
H4 4.765 2.080 4.956
H5 6.166 0.695 3.427
H6 5.066 -0.294 1.383
H7 -2.088 -1.208 4.269
H8 -2.474 -3.704 4.191
H9 -1.614 -4.938 2.178
H10 -0.558 -3.670 0.362
Br1 0.518 -2.331 -1.529
Cl1 2.071 0.315 -1.100
C13 -4.826 2.458 0.367
C14 -3.634 1.769 1.049
C15 -4.152 1.040 2.295
C16 -2.548 2.796 1.346
C17 -2.684 3.619 2.455
C18 -1.769 4.621 2.708
C19 -0.764 4.868 1.791
C20 -0.613 4.107 0.632
C21 0.387 4.675 -0.380
C22 -0.308 5.145 -1.665
C23 1.571 3.788 -0.758
C24 -1.466 2.996 0.465
N4 -1.416 2.136 -0.681
B1 -0.898 0.801 -0.996
N5 -1.513 0.540 -2.294
C25 -2.313 1.617 -2.662
C26 -2.260 2.556 -1.713
C27 -1.604 -0.578 -3.183
C28 -2.436 -1.651 -2.805
C29 -2.623 -2.707 -3.682
C30 -2.000 -2.721 -4.918
C31 -1.211 -1.652 -5.289
C32 -1.007 -0.556 -4.449
C33 -0.162 0.558 -5.062
C34 0.686 1.386 -4.102
C35 -1.035 1.471 -5.937
C36 -3.131 -1.651 -1.456
C37 -3.348 -3.063 -0.912
C38 -4.468 -0.906 -1.545
H11 -5.633 1.736 0.220
H12 -4.556 2.863 -0.607
H13 -5.206 3.273 0.989
H14 -3.233 1.027 0.354
H15 -4.795 1.690 2.892
H16 -3.329 0.709 2.920
H17 -4.745 0.172 1.997
H18 -3.521 3.483 3.127
H19 -1.863 5.241 3.591
H20 -0.085 5.695 1.966
H21 0.799 5.570 0.096
H22 -0.590 4.299 -2.286
H23 0.379 5.766 -2.245
H24 -1.201 5.731 -1.438
H25 1.229 2.822 -1.116
H26 2.255 3.644 0.080
H27 2.139 4.267 -1.559
H28 -2.875 1.622 -3.580
H29 -2.763 3.507 -1.674
H30 -3.246 -3.545 -3.399
H31 -2.122 -3.564 -5.588
H32 -0.732 -1.660 -6.262
H33 0.529 0.050 -5.742
H34 0.095 2.152 -3.600
H35 1.486 1.884 -4.655
H36 1.135 0.747 -3.350
H37 -1.702 2.077 -5.324
H38 -1.641 0.882 -6.627
H39 -0.405 2.149 -6.517
H40 -2.489 -1.122 -0.750
H41 -4.147 -3.578 -1.450
H42 -3.626 -3.021 0.143
H43 -2.429 -3.640 -1.007
H44 -5.132 -1.400 -2.259
H45 -4.321 0.125 -1.869
H46 -4.962 -0.892 -0.569
O2 1.128 -1.033 3.971
C39 1.872 -1.788 3.354
N6 1.903 -2.006 2.012
C40 2.887 -2.915 1.739
O3 3.158 -3.399 0.657
C41 3.590 -3.297 3.025
C42 4.646 -4.137 3.304
C43 4.995 -4.315 4.643
C44 4.308 -3.658 5.655
C45 3.266 -2.781 5.357
C46 2.929 -2.623 4.031
H47 5.185 -4.632 2.505
H48 5.814 -4.976 4.900
H49 4.590 -3.831 6.687
H50 2.723 -2.244 6.126
C47 4.110 -4.077 -2.282
S1 3.878 -2.286 -2.027
C48 3.439 -1.992 -3.790
O4 5.245 -1.716 -1.875
H51 4.737 -4.253 -3.154
H52 3.115 -4.506 -2.397
H53 4.579 -4.460 -1.381
H54 2.536 -2.561 -4.009
H55 4.272 -2.293 -4.424
H56 3.240 -0.927 -3.907

Forces on the atoms, in the same order (eV/Å):
V -1.4 -2.1 0.2
O 0.1 -0.1 -0.1
C -0.7 0.0 0.5
N 0.4 1.0 1.1
C 0.2 0.1 0.0
C -0.1 -0.1 0.1
C -0.1 0.0 0.0
C -0.1 0.1 0.0
C 0.0 -0.1 0.0
C 0.0 0.1 0.0
N -0.1 -0.1 -0.4
C -0.1 -0.3 0.3
C 0.0 0.1 0.0
C 0.0 0.0 -0.2
C -0.1 0.1 0.1
C -0.1 -0.3 -0.3
N 0.0 0.4 0.3
H -0.1 0.1 -0.2
H 0.0 0.0 0.0
H 0.0 0.0 0.0
H 0.0 0.0 0.0
H 0.0 -0.1 0.0
H 0.0 0.0 0.1
H 0.0 0.0 0.0
H 0.0 0.0 0.0
H 0.0 0.0 0.0
H 0.1 0.1 0.0
Br -0.2 -0.3 0.1
Cl 2.0 1.4 -1.1
C 0.0 -0.1 -0.1
C -0.1 0.1 0.1
C 0.2 0.0 -0.1
C 0.0 -0.1 -0.1
C 0.0 0.0 0.0
C 0.0 0.0 -0.1
C -0.1 0.0 0.1
C 0.1 0.1 0.0
C 0.0 -0.2 -0.3
C 0.0 0.1 0.2
C 0.0 0.1 0.1
C -0.1 0.0 0.3
N 0.1 0.4 -0.3
B 0.1 0.0 -0.1
N -0.1 0.0 -0.2
C -0.1 0.2 0.1
C 0.0 0.0 -0.1
C -0.1 -0.2 -0.2
C 0.1 0.1 0.1
C 0.0 0.0 0.0
C 0.0 0.0 -0.1
C 0.0 -0.1 0.0
C 0.1 0.0 0.0
C -0.2 0.2 0.1
C 0.0 -0.1 -0.1
C 0.1 -0.1 -0.1
C -0.1 -0.1 -0.1
C 0.0 0.1 -0.1
C 0.1 0.0 0.1
H 0.0 0.0 0.0
H -0.1 0.0 0.0
H 0.0 0.0 0.0
H 0.0 0.0 0.1
H 0.0 0.0 0.0
H 0.0 -0.1 0.1
H 0.0 0.0 0.0
H 0.0 -0.1 0.0
H 0.0 0.0 0.0
H 0.0 0.0 -0.1
H -0.1 0.0 0.0
H 0.0 0.0 -0.1
H 0.0 0.0 0.0
H 0.0 0.0 -0.1
H 0.0 -0.1 0.0
H 0.0 -0.1 0.0
H 0.0 0.0 0.0
H 0.0 -0.1 0.0
H 0.0 0.0 0.0
H 0.0 0.0 0.0
H 0.0 0.0 0.0
H 0.0 0.0 0.0
H 0.0 -0.1 0.0
H 0.0 0.0 0.1
H 0.0 0.0 0.0
H 0.1 0.0 0.0
H 0.0 0.0 0.0
H 0.0 0.0 0.0
H 0.0 0.0 0.0
H 0.0 0.0 0.0
H 0.0 0.0 0.0
H 0.0 0.0 0.0
H 0.0 -0.1 0.0
H 0.0 0.0 0.0
H 0.0 0.0 0.0
H 0.0 0.0 0.0
O -0.1 0.0 0.0
C 0.1 0.0 -0.1
N -0.1 0.1 -0.2
C 0.0 -0.1 0.1
O 0.2 -0.1 -0.2
C 0.0 0.1 0.2
C 0.0 0.0 -0.1
C 0.1 0.0 -0.1
C 0.0 0.1 0.1
C -0.1 0.0 0.0
C 0.1 -0.1 -0.1
H 0.0 -0.1 0.0
H 0.0 0.0 0.0
H 0.0 0.0 0.0
H 0.0 0.0 0.0
C -0.2 0.4 0.2
S 0.2 -0.3 -0.9
C -0.1 0.0 0.5
O 0.3 0.1 0.1
H 0.0 0.1 0.0
H 0.0 -0.1 0.0
H -0.1 0.0 0.1
H 0.0 0.0 -0.1
H 0.1 0.0 0.1
H 0.0 0.0 0.0

Output
calculated total energy	-6893.69584	hartree
net charge	-1
spin multiplicity	2
⟨S²⟩	0.768
HOMO energy (spin up / spin down)	-5.445 / -5.422	eV

---

A structure of composition C39H49Br2N4OSSbSi3Ti. Source: the OMol25 dataset; level of theory: wB97M-V/def2-TZVPD.

Positions of all 101 atoms, in Å:
Ti1 0.627 -0.472 -0.010
C1 4.099 2.350 -2.204
C2 4.583 1.568 -1.020
C3 5.969 1.549 -0.743
C4 6.417 0.954 0.393
C5 5.487 0.374 1.285
C6 5.827 -0.105 2.576
Br1 7.619 -0.152 3.144
C7 4.851 -0.479 3.447
C8 3.503 -0.499 3.036
Br2 2.237 -0.826 4.384
C9 3.146 -0.217 1.743
O1 1.880 -0.390 1.271
C10 4.136 0.349 0.879
N1 3.704 0.945 -0.264
H1 4.611 3.310 -2.256
H2 3.026 2.527 -2.140
H3 4.320 1.816 -3.131
H4 6.653 2.042 -1.421
H5 7.468 0.956 0.647
H6 5.094 -0.765 4.460
C11 -1.132 -0.084 3.409
Sb1 -2.346 -0.806 1.810
C12 -0.724 -1.774 0.703
C13 -1.138 -2.210 -0.649
C14 -2.328 -2.796 -1.082
C15 -2.431 -3.172 -2.403
C16 -1.359 -2.943 -3.269
C17 -0.225 -2.341 -2.781
N2 -0.118 -1.980 -1.487
Si1 0.008 -3.411 1.482
C18 0.151 -3.385 3.329
C19 1.678 -3.705 0.686
C20 -1.150 -4.805 1.035
C21 -2.688 1.121 0.765
C22 -1.509 1.913 0.318
C23 -1.701 3.252 -0.070
C24 -0.645 4.106 -0.290
C25 0.655 3.630 -0.129
C26 0.807 2.301 0.154
N3 -0.235 1.438 0.322
Si2 -3.527 2.169 2.216
C27 -2.158 2.980 3.221
C28 -4.694 3.538 1.703
C29 -4.593 1.040 3.266
Si3 -3.884 0.826 -0.734
C30 -2.820 0.429 -2.233
C31 -5.101 -0.536 -0.343
C32 -4.930 2.271 -1.300
H7 -0.613 -0.942 3.826
H8 -1.778 0.338 4.175
H9 -0.404 0.658 3.092
H10 -3.120 -2.994 -0.374
H11 -3.328 -3.657 -2.764
H12 -1.403 -3.245 -4.305
H13 0.629 -2.165 -3.419
H14 0.798 -2.598 3.704
H15 0.581 -4.342 3.636
H16 -0.825 -3.306 3.814
H17 2.419 -2.943 0.942
H18 1.619 -3.805 -0.400
H19 2.060 -4.654 1.072
H20 -2.181 -4.595 1.327
H21 -0.835 -5.692 1.591
H22 -1.136 -5.063 -0.025
H23 -2.712 3.618 -0.142
H24 -0.830 5.138 -0.558
H25 1.521 4.266 -0.238
H26 1.800 1.868 0.212
H27 -1.170 2.930 2.761
H28 -2.076 2.544 4.216
H29 -2.398 4.037 3.355
H30 -4.271 4.329 1.085
H31 -4.976 4.008 2.651
H32 -5.613 3.188 1.240
H33 -4.090 0.244 3.815
H34 -5.400 0.591 2.684
H35 -5.064 1.684 4.015
H36 -1.962 -0.219 -2.050
H37 -2.466 1.361 -2.683
H38 -3.441 -0.061 -2.988
H39 -4.671 -1.528 -0.222
H40 -5.819 -0.583 -1.166
H41 -5.669 -0.312 0.562
H42 -4.440 3.242 -1.351
H43 -5.838 2.378 -0.711
H44 -5.244 2.023 -2.319
S1 0.957 1.327 -4.351
C33 0.528 1.179 -2.712
N4 1.164 0.275 -2.023
C34 2.106 -0.381 -2.821
C35 2.971 -1.398 -2.410
C36 3.824 -1.945 -3.342
C37 3.831 -1.497 -4.673
C38 2.982 -0.495 -5.091
C39 2.116 0.056 -4.146
H45 -0.245 1.803 -2.288
H46 2.983 -1.742 -1.383
H47 4.505 -2.731 -3.045
H48 4.513 -1.945 -5.381
H49 2.988 -0.148 -6.115

Forces on the atoms, in the same order (eV/Å):
Ti -0.1 0.1 0.5
C 0.0 -0.1 0.0
C 0.0 0.0 0.0
C 0.0 0.0 0.0
C 0.0 0.0 0.0
C 0.0 0.0 0.0
C 0.0 0.0 0.0
Br 0.0 0.0 0.0
C 0.0 0.0 0.0
C 0.0 -0.1 0.0
Br 0.2 0.2 0.0
C 0.1 0.0 0.0
O -0.2 0.0 -0.4
C 0.0 0.0 0.0
N 0.1 -0.1 -0.1
H 0.0 0.0 0.0
H 0.0 0.0 0.0
H 0.0 0.0 0.0
H 0.0 0.0 0.0
H 0.0 0.0 0.0
H 0.0 0.0 0.0
C 0.0 0.0 0.0
Sb 0.0 0.0 0.0
C 0.1 0.0 -0.1
C 0.0 0.0 0.0
C 0.0 0.0 0.0
C 0.0 0.0 0.0
C 0.0 0.0 0.0
C 0.0 0.0 0.0
N 0.0 -0.1 0.0
Si 0.0 0.0 0.1
C -0.1 0.0 0.0
C 0.0 0.0 0.0
C 0.0 0.0 0.0
C 0.0 0.0 0.0
C 0.0 0.0 0.0
C 0.0 0.0 0.0
C 0.0 0.0 0.0
C -0.1 0.0 0.0
C 0.0 0.0 0.0
N 0.0 0.0 -0.1
Si 0.0 0.0 0.0
C 0.0 0.0 0.0
C 0.0 0.0 0.0
C 0.0 0.0 0.0
Si 0.0 0.0 0.0
C 0.0 0.0 0.0
C 0.0 0.0 0.0
C 0.0 0.0 0.0
H 0.0 0.0 0.0
H 0.0 0.0 0.0
H 0.0 0.0 0.0
H 0.0 0.0 0.0
H 0.0 0.0 0.0
H 0.0 0.0 0.0
H 0.0 0.0 0.0
H -0.1 -0.2 -0.1
H 0.0 0.0 0.0
H 0.0 0.0 0.0
H 0.0 0.0 0.0
H 0.0 0.0 0.0
H 0.0 0.0 0.0
H 0.0 0.0 0.0
H 0.0 0.0 0.0
H 0.0 0.0 0.0
H 0.0 0.0 0.0
H 0.0 0.0 0.0
H 0.0 0.0 0.0
H 0.0 0.0 0.0
H 0.0 0.0 0.0
H 0.0 0.0 0.0
H 0.0 0.0 0.0
H 0.0 0.0 0.0
H 0.0 0.0 0.0
H 0.0 0.0 0.0
H 0.0 0.0 0.0
H 0.0 0.0 0.0
H 0.0 0.0 0.0
H 0.0 0.0 0.0
H 0.0 0.0 0.0
H 0.0 0.0 0.0
H 0.0 0.0 0.0
H 0.0 0.0 0.0
H 0.0 0.0 0.0
H 0.0 0.0 0.0
H 0.0 0.0 0.0
H 0.0 0.0 0.0
S 0.0 0.0 0.0
C 0.0 0.0 0.0
N 0.1 0.0 0.0
C 0.1 0.1 0.0
C 0.0 0.1 0.0
C 0.0 0.0 0.0
C 0.0 0.0 0.0
C 0.0 0.0 0.0
C 0.1 0.1 0.0
H 0.0 0.0 0.0
H 0.0 0.0 0.0
H 0.0 0.0 0.0
H 0.0 0.0 0.0
H 0.0 0.0 0.0

Output
calculated total energy	-9313.93143	hartree
net charge	+2
HOMO energy	-12.985	eV

---

A cluster of 3 separate species, C4H15NO3 in total at a distorted geometry. Source: the OMol25 dataset; level of theory: wB97M-V/def2-TZVPD.

Positions of all 23 atoms, in Å:
C1 -1.246 -0.787 1.027
O1 -1.708 -1.685 0.168
C2 0.360 -0.666 1.065
C3 0.845 0.444 1.898
C4 1.889 0.012 2.892
N1 0.728 -0.465 -0.335
H1 -1.819 0.206 0.696
H2 -1.605 -1.051 1.997
H3 -1.096 -1.958 -0.544
H4 0.658 -1.683 1.470
H5 1.115 1.364 1.209
H6 -0.088 0.840 2.505
H7 2.646 -0.888 2.599
H8 1.442 -0.268 3.783
H9 2.713 0.709 2.972
H10 1.750 -0.468 -0.321
H11 0.473 0.504 -0.528
H12 3.584 2.392 -3.435
H13 3.264 1.131 -2.764
O2 2.775 1.898 -3.150
H14 -3.153 1.308 -2.732
H15 -3.427 -0.054 -2.106
O3 -3.898 0.680 -2.486

Forces on the atoms, in the same order (eV/Å):
C 1.1 3.9 0.1
O -0.9 -3.5 -2.6
C -3.2 -1.6 -1.1
C -1.6 2.8 1.0
C 3.7 -1.2 -2.2
N 0.9 -0.6 0.0
H 1.7 -1.0 1.1
H -0.2 0.0 1.0
H 0.0 0.7 0.7
H 0.1 1.1 -0.7
H -0.2 -1.8 1.5
H 1.8 -0.5 -0.9
H -2.3 1.4 0.0
H -0.5 -0.3 2.0
H -0.4 0.9 0.8
H -0.1 0.0 -0.5
H 0.0 -0.2 -0.3
H -1.3 0.0 0.1
H -1.1 0.5 -0.2
O 2.3 -0.4 0.2
H -1.5 -1.1 0.4
H 0.2 -0.6 0.4
O 1.3 1.7 -0.7

Output
calculated total energy	-441.79921	hartree
SMILES string	CC[C@H](N)CO.O.O
HOMO energy	-9.724	eV

---

An isolated molecule of C3H4N2O at a distorted geometry. Source: the OMol25 dataset; level of theory: wB97M-V/def2-TZVPD.

Positions of all 10 atoms, in Å:
N1 2.175 -0.047 0.218
C1 0.913 -0.036 0.096
O1 0.293 0.846 -0.655
C2 -1.132 0.710 -0.625
C3 -1.563 -0.473 0.233
N2 -0.411 -0.899 0.656
H1 2.600 -0.755 0.808
H2 0.122 -1.569 1.153
H3 -1.461 0.578 -1.660
H4 -1.535 1.645 -0.224

Forces on the atoms, in the same order (eV/Å):
N -1.5 -0.5 0.2
C -1.0 -0.1 0.0
O 0.1 0.4 -0.3
C -0.4 0.0 0.0
C 1.4 -0.2 0.3
N 3.6 2.3 -1.5
H -0.4 0.0 0.0
H -1.5 -1.6 1.2
H -0.1 0.0 0.2
H -0.1 -0.2 -0.1

Output
calculated total energy	-301.35699	hartree
HOMO energy	-9.108	eV